DFT (ωB97M-V with the def2-TZVPD basis set) results for a 4-piece molecular cluster, C12H35N3O4 overall.

Element x y z (Å)
O: -22.86 12.43 3.91
H: -22.59 12.32 2.99
H: -22.05 12.70 4.37
C: -20.12 15.22 3.34
C: -19.98 15.32 4.84
C: -19.49 14.02 5.45
O: -20.42 12.99 5.16
C: -20.16 11.81 5.86
N: -18.99 16.35 5.18
H: -20.73 14.37 3.03
H: -19.13 15.05 2.88
H: -20.52 16.12 2.88
H: -20.97 15.53 5.28
H: -19.40 14.15 6.54
H: -18.50 13.76 5.06
H: -20.71 10.99 5.39
H: -20.46 11.88 6.92
H: -19.10 11.54 5.82
H: -18.99 16.50 6.18
H: -19.28 17.23 4.76
C: -22.77 15.42 0.71
C: -21.92 14.65 -0.30
C: -22.40 13.21 -0.47
O: -22.32 12.53 0.75
C: -22.87 11.24 0.71
N: -21.93 15.37 -1.57
H: -23.80 15.60 0.38
H: -22.29 16.38 0.87
H: -22.84 14.91 1.67
H: -20.90 14.66 0.09
H: -21.79 12.70 -1.24
H: -23.44 13.25 -0.83
H: -23.97 11.27 0.72
H: -22.61 10.71 1.62
H: -22.53 10.70 -0.18
H: -22.88 15.44 -1.92
H: -21.38 14.89 -2.28
C: -22.72 16.15 9.49
C: -22.02 14.81 9.57
C: -22.35 13.95 8.37
O: -23.69 13.55 8.41
C: -23.95 12.61 7.39
N: -20.57 15.03 9.57
H: -23.81 16.09 9.56
H: -22.48 16.64 8.54
H: -22.38 16.82 10.28
H: -22.36 14.30 10.48
H: -21.69 13.07 8.34
H: -22.16 14.55 7.46
H: -23.62 13.00 6.43
H: -25.03 12.46 7.32
H: -23.49 11.64 7.60
H: -20.30 15.46 10.45
H: -20.11 14.12 9.57

The largest force on an atom is 0.88 eV/Å. Its SMILES is COC[C@H](C)N.COC[C@H](C)N.COC[C@H](C)N.O. As for the frontier orbital gap: 10.326 eV. The electronic energy is -943.3854 Ha. The calculation puts the HOMO energy at -9.48 eV. Its LUMO energy is 0.031 hartree.

For each atom in turn, the Mulliken charge in e is: -0.598, 0.231, 0.545, -1.370, 1.091, -0.976, -0.250, -0.840, -0.764, 0.139, 0.316, 0.394, 0.004, 0.324, 0.388, 0.286, 0.209, 0.366, 0.255, 0.300, -1.349, 0.571, -0.793, -0.239, -0.910, -0.703, 0.406, 0.332, 0.269, 0.212, 0.328, 0.326, 0.358, 0.253, 0.392, 0.273, 0.265, -1.376, 0.364, 0.220, -0.422, -0.545, -0.631, 0.327, 0.264, 0.382, 0.262, 0.018, -0.117, 0.167, 0.301, 0.261, 0.259, 0.225



DFT (ωB97M-V with the def2-TZVPD basis set) results for a 4-piece molecular cluster, C12H35N3O4 overall in a non-equilibrium geometry.

Element x y z (Å)
C: -11.30 -9.66 -20.73
C: -11.26 -11.22 -20.63
C: -12.42 -11.99 -21.30
O: -12.47 -13.25 -20.68
C: -13.48 -14.12 -21.19
N: -10.02 -11.57 -21.40
H: -11.12 -9.42 -21.78
H: -10.46 -9.23 -20.17
H: -12.29 -9.32 -20.42
H: -11.21 -11.59 -19.60
H: -12.35 -12.15 -22.37
H: -13.32 -11.38 -21.22
H: -13.14 -14.74 -22.02
H: -14.38 -13.53 -21.38
H: -13.78 -14.78 -20.38
H: -9.91 -12.58 -21.39
H: -9.14 -11.18 -21.08
C: -16.22 -15.25 -27.16
C: -16.87 -13.93 -26.65
C: -17.62 -12.94 -27.67
O: -18.82 -13.48 -28.20
C: -19.21 -12.85 -29.42
N: -17.67 -14.33 -25.48
H: -15.74 -15.92 -26.45
H: -15.56 -14.94 -27.97
H: -16.91 -15.99 -27.56
H: -15.95 -13.42 -26.40
H: -16.92 -12.78 -28.49
H: -17.56 -11.91 -27.33
H: -20.13 -13.31 -29.78
H: -18.45 -13.01 -30.18
H: -19.45 -11.79 -29.33
H: -18.17 -13.51 -25.20
H: -18.49 -14.77 -25.88
C: -18.06 -18.24 -23.36
C: -17.30 -18.51 -24.66
C: -16.43 -19.89 -24.60
O: -15.72 -20.15 -23.43
C: -14.56 -19.40 -23.23
N: -18.17 -18.56 -25.86
H: -18.31 -17.19 -23.19
H: -17.23 -18.27 -22.65
H: -18.90 -18.90 -23.13
H: -16.64 -17.64 -24.71
H: -15.89 -19.91 -25.55
H: -17.22 -20.63 -24.68
H: -13.73 -19.45 -23.94
H: -14.20 -19.67 -22.24
H: -14.89 -18.36 -23.23
H: -18.70 -17.70 -25.90
H: -18.90 -19.19 -25.55
O: -15.79 -14.80 -23.54
H: -15.82 -15.74 -23.40
H: -16.46 -14.63 -24.21

The largest force on an atom is 2.87 eV/Å. Its SMILES is COC[C@H](C)N.COC[C@H](C)N.COC[C@H](C)N.O. As for the frontier orbital gap: 9.503 eV. The electronic energy is -943.3011 Ha. The calculation puts the HOMO energy at -8.87 eV. Its LUMO energy is 0.023 hartree.

For each atom in turn, the Mulliken charge in e is: -1.376, 0.596, -0.792, -0.372, -0.782, -0.711, 0.369, 0.355, 0.351, 0.237, 0.410, 0.340, 0.268, 0.341, 0.336, 0.218, 0.204, -1.488, 0.477, -0.833, -0.303, -0.807, -0.635, 0.310, 0.381, 0.353, 0.147, 0.418, 0.475, 0.255, 0.345, 0.307, 0.207, 0.275, -1.304, 1.182, -0.791, -0.341, -0.372, -0.737, 0.362, 0.305, 0.363, -0.527, 0.370, 0.352, 0.307, 0.250, 0.001, 0.266, 0.334, -0.619, 0.313, 0.409



DFT (ωB97M-V with the def2-TZVPD basis set) results for C12H36F2K4NO20P4S2 as an isolated structure in a non-equilibrium geometry.

Element x y z (Å)
K: -12.71 -6.90 10.41
K: -16.22 -14.09 11.44
K: -13.17 -10.19 7.30
K: -15.41 -12.50 7.65
N: -14.82 -10.57 9.41
S: -16.08 -10.25 10.25
O: -16.06 -9.08 11.06
O: -16.68 -11.45 10.79
F: -17.05 -9.84 9.05
S: -13.71 -10.65 10.68
O: -13.85 -11.80 11.53
O: -13.22 -9.45 11.29
F: -12.39 -10.97 9.77
C: -21.91 -13.90 7.11
O: -20.93 -13.66 8.14
P: -19.39 -13.93 7.90
O: -18.58 -13.69 9.10
O: -19.23 -15.35 7.19
C: -19.88 -16.54 7.64
O: -18.96 -13.03 6.66
C: -18.79 -11.64 6.75
H: -22.74 -14.43 7.59
H: -21.54 -14.45 6.25
H: -22.32 -12.93 6.82
H: -20.14 -17.20 6.81
H: -20.78 -16.31 8.21
H: -19.19 -17.11 8.27
H: -19.68 -11.05 6.49
H: -18.05 -11.25 6.06
H: -18.58 -11.36 7.79
C: -18.76 -11.54 14.73
O: -17.55 -11.27 15.43
P: -16.17 -11.32 14.65
O: -15.93 -12.52 13.84
O: -16.12 -9.97 13.80
C: -16.18 -8.69 14.38
O: -15.10 -10.98 15.75
C: -14.80 -11.90 16.82
H: -18.68 -11.53 13.64
H: -19.51 -10.79 14.99
H: -19.17 -12.49 15.05
H: -15.63 -8.55 15.31
H: -17.18 -8.36 14.69
H: -15.78 -8.01 13.63
H: -15.55 -12.70 16.83
H: -14.91 -11.39 17.77
H: -13.79 -12.31 16.73
C: -10.63 -10.36 17.59
O: -11.06 -10.69 16.26
P: -10.59 -9.82 15.01
O: -9.72 -8.70 15.37
O: -11.96 -9.41 14.26
C: -12.37 -8.06 14.26
O: -9.99 -10.90 14.00
C: -10.83 -11.66 13.15
H: -11.46 -9.90 18.12
H: -9.76 -9.72 17.61
H: -10.43 -11.29 18.14
H: -13.31 -7.90 14.77
H: -12.53 -7.74 13.22
H: -11.62 -7.36 14.63
H: -10.30 -12.48 12.67
H: -11.18 -10.99 12.35
H: -11.67 -12.11 13.68
C: -9.17 -11.48 4.23
O: -8.91 -12.21 5.45
P: -10.16 -12.72 6.27
O: -11.21 -11.71 6.49
O: -10.71 -13.98 5.46
C: -9.96 -15.20 5.30
O: -9.36 -13.26 7.54
C: -9.86 -13.01 8.87
H: -8.27 -11.52 3.62
H: -9.45 -10.45 4.44
H: -9.95 -11.96 3.64
H: -10.53 -15.98 5.80
H: -8.96 -15.18 5.75
H: -9.86 -15.42 4.24
H: -10.94 -13.10 8.89
H: -9.53 -12.04 9.24
H: -9.42 -13.78 9.50

Its net charge is +3. The largest force on an atom is 6.85 eV/Å. As for the frontier orbital gap: 7.295 eV. The electronic energy is -6799.3191 Ha. The calculation puts the HOMO energy at -15.87 eV. Its LUMO energy is -0.315 hartree.

For each atom in turn, the Mulliken charge in e is: 0.971, 1.023, 1.094, 0.907, -0.220, 0.816, -0.500, -0.444, -0.272, 0.820, -0.486, -0.441, -0.314, -0.756, -0.309, 0.660, -0.354, -0.221, -0.700, -0.273, -0.671, 0.290, 0.375, 0.304, 0.273, 0.347, 0.258, 0.299, 0.257, 0.264, -0.650, -0.299, 0.509, -0.441, 0.248, -0.838, -0.293, -0.733, 0.199, 0.287, 0.303, 0.300, 0.265, 0.287, 0.355, 0.298, 0.224, -0.739, -0.272, 0.566, -0.759, 0.393, -0.352, -0.370, -0.374, 0.262, 0.359, 0.266, 0.193, -0.260, 0.457, 0.346, 0.024, 0.260, -0.671, -0.287, 0.438, -0.253, -0.259, -0.700, -0.305, -0.498, 0.268, 0.243, 0.332, 0.265, 0.341, 0.297, 0.165, 0.276, 0.333



DFT (ωB97M-V with the def2-TZVPD basis set) results for C12H36LiO6S5 as an isolated structure in a non-equilibrium geometry.

Element x y z (Å)
Li: 0.37 -0.31 -0.40
C: -3.35 0.68 0.35
C: -4.23 -0.16 1.34
O: -4.37 -1.40 0.75
H: -2.46 0.34 0.19
H: -3.19 1.75 0.60
H: -3.93 0.66 -0.49
H: -5.21 0.18 1.48
H: -3.76 -0.10 2.29
H: -5.10 -1.19 0.03
C: 2.19 1.07 -2.72
S: 2.78 -0.54 -2.27
O: 1.81 -1.10 -1.30
C: 2.58 -1.34 -3.88
H: 2.86 1.57 -3.53
H: 2.20 1.57 -1.81
H: 1.06 1.01 -2.86
H: 2.77 -2.58 -3.83
H: 3.31 -1.05 -4.45
H: 1.63 -1.11 -4.26
C: 0.69 3.14 2.37
S: 0.58 2.99 0.61
O: 0.62 1.53 0.29
C: -1.08 3.46 0.55
H: 0.16 2.37 2.75
H: 0.43 4.09 2.71
H: 1.81 2.93 2.52
H: -1.03 4.41 0.81
H: -1.75 2.87 1.27
H: -1.60 3.26 -0.39
C: -3.21 -1.38 -2.40
S: -1.57 -0.96 -2.86
O: -1.10 -0.09 -1.67
C: -0.93 -2.43 -2.68
H: -3.66 -2.43 -2.84
H: -4.12 -0.81 -2.69
H: -3.23 -1.45 -1.50
H: -1.06 -3.01 -3.48
H: -1.14 -3.22 -1.89
H: 0.09 -2.52 -2.67
C: 6.03 1.34 1.83
S: 4.27 1.55 1.37
O: 4.18 2.24 0.00
C: 3.90 -0.27 1.23
H: 6.10 1.00 2.88
H: 6.43 2.36 1.69
H: 6.49 0.51 1.19
H: 4.51 -0.72 0.33
H: 2.87 -0.32 0.73
H: 3.89 -0.82 2.19
C: -1.99 -2.78 1.48
S: -0.55 -2.04 2.30
O: 0.21 -1.36 1.15
C: -1.49 -0.91 3.28
H: -2.45 -2.01 1.04
H: -2.58 -3.27 2.20
H: -1.72 -3.54 0.63
H: -2.08 -1.08 4.16
H: -2.06 -0.31 2.73
H: -0.80 -0.25 3.54

Its net charge is +1. The largest force on an atom is 11.87 eV/Å. As for the frontier orbital gap: 9.124 eV. The electronic energy is -2928.2253 Ha. The calculation puts the HOMO energy at -10.98 eV. Its LUMO energy is -0.068 hartree.

For each atom in turn, the Mulliken charge in e is: 1.213, -0.466, -0.938, -0.552, 0.111, 0.232, 0.391, 0.485, 0.320, 0.383, -0.299, 0.568, -0.711, -1.284, 0.405, -0.122, 0.146, 0.277, 0.587, 0.344, -0.897, 0.465, -0.274, -1.123, 0.196, 0.515, 0.185, 0.657, 0.187, 0.341, 0.064, 0.300, -0.677, -0.907, 0.350, 0.424, -0.753, 0.682, 0.173, 0.214, -0.942, 0.492, -0.624, -0.432, 0.330, 0.335, 0.285, 0.312, -0.197, 0.441, 0.456, 0.192, -0.596, -0.760, -0.903, 0.437, 0.193, 0.408, -0.204, 0.563